Formula: CH3IO2P
Source: OMol25
Level of theory: ωB97M-V with the def2-TZVPD basis set

The geometry in ORCA input format:
```
! RIJCOSX wB97M-V def2-TZVPD def2/J DEFGRID3
* xyz -1 1
C 0.01 0.21 -0.02
O 1.61 2.17 1.22
O 1.72 1.90 -1.36
P 1.56 1.24 -0.09
I 3.43 -0.40 0.13
H -0.08 -0.03 -1.08
H -0.10 -0.69 0.66
H -0.59 0.89 0.42
*
```

The structure (SMILES) is C[P@](=O)([O-])I. The calculation puts the orbital gap at 7.992 eV. For the molar mass, the calculation gives 204.9 g mol⁻¹. The value obtained for the total energy is -829.5716 a.u. For the relative energy (zero: lowest compared OMol25 entry of this formula, charge and spin), the calculation gives 16.18 kcal per mole.